C5H10ClN3O | wB97M-V/def2-TZVPD

The calculation puts the highest occupied orbital energy at -9.68 eV. The value obtained for the LUMO energy is -0.51 eV. The calculation puts the HOMO-LUMO gap at 9.167 eV.

The geometry in ORCA input format:
```
! wB97M-V def2-TZVPD RIJCOSX def2/J DEFGRID3
* xyz 0 1
C 1.093 0.409 -2.814
C -0.959 0.882 1.209
C -2.254 -0.093 0.917
C 2.201 -0.823 -1.117
C 2.689 -1.493 0.234
H 1.791 -0.787 -3.176
H 1.586 1.797 -3.112
H -0.177 0.353 -3.276
H -0.947 1.012 2.432
H -1.081 1.997 0.646
H -2.645 -0.151 -0.278
H -1.848 -1.012 1.419
H 3.079 -2.703 -0.128
H 3.792 -0.634 0.849
H 1.547 -1.432 0.935
N 1.194 0.121 -1.364
N 0.177 0.552 -0.606
N 0.294 0.322 0.645
O 3.051 -1.012 -2.037
Cl -3.399 0.553 2.275
*
```

---

C5H10ClN3O5P | wB97M-V/def2-TZVPD

The calculation puts the highest occupied orbital energy (spin up / spin down) at -4.14 / -4.14 eV. The value obtained for the LUMO energy (spin up / spin down) is 3.16 / 3.16 eV. The calculation puts the HOMO-LUMO gap (spin up / spin down) at 7.306 / 7.307 eV. The SMILES is C/C(=N\[O-])[N@+](CCCl)(C(N)=O)[P@@](=O)([O-])O.

The geometry in ORCA input format:
```
! wB97M-V def2-TZVPD RIJCOSX def2/J DEFGRID3
* xyz -1 1
C -1.636 -1.372 -0.580
C -0.612 -0.277 -0.934
N -0.537 0.724 -1.795
O -1.119 0.661 -2.930
N 0.221 0.228 0.261
C 1.556 0.521 -0.226
C 2.131 -0.728 -0.987
Cl 3.827 -0.631 -1.386
C 0.082 -0.627 1.419
N -0.655 -0.241 2.472
O 0.618 -1.751 1.497
P -0.429 1.895 0.745
O -1.888 1.907 1.005
O 0.469 2.230 1.829
O -0.080 2.838 -0.631
H -2.415 -1.411 -1.387
H -1.424 -2.434 -0.425
H -2.161 -1.130 0.344
H 1.242 1.280 -0.993
H 2.165 0.807 0.615
H 1.694 -0.912 -1.912
H 1.939 -1.643 -0.440
H -1.175 0.705 2.480
H -0.902 -0.917 3.198
H -0.625 2.778 -1.379
*
```

---

C5H10ClNO | wB97M-V/def2-TZVPD

The calculation puts the highest occupied orbital energy (spin up / spin down) at -6.43 / -8.34 eV. The value obtained for the LUMO energy (spin up / spin down) is -0.49 / 0.83 eV. The calculation puts the HOMO-LUMO gap (spin up / spin down) at 5.943 / 9.170 eV.

The geometry in ORCA input format:
```
! wB97M-V def2-TZVPD RIJCOSX def2/J DEFGRID3
* xyz 0 1
C -0.741 -1.957 -0.459
C 0.499 -1.650 0.445
C 0.563 0.841 0.217
C -0.137 1.230 1.446
C 0.753 1.770 -0.928
N -1.680 -0.867 -0.530
O 1.064 -0.409 -0.012
Cl -1.813 -0.129 -2.074
H -0.426 -2.249 -1.482
H -1.240 -2.619 0.188
H 0.109 -1.549 1.447
H 1.308 -2.320 0.233
H -0.205 0.455 2.165
H -1.120 1.645 1.132
H 0.384 2.013 2.066
H 1.731 1.669 -1.303
H 0.647 2.697 -0.648
H 0.305 1.427 -1.904
*
```

---

C5H10ClNO | wB97M-V/def2-TZVPD

The calculation puts the highest occupied orbital energy at -9.06 eV. The value obtained for the LUMO energy is 0.96 eV. The calculation puts the HOMO-LUMO gap at 10.025 eV. The SMILES is C=C(Cl)CN(C)OC.

The geometry in ORCA input format:
```
! wB97M-V def2-TZVPD RIJCOSX def2/J DEFGRID3
* xyz 0 1
C -1.954 -1.258 1.064
C -1.631 -0.026 0.580
Cl -2.541 0.683 -0.733
C -0.384 0.788 0.887
N 0.488 0.708 -0.278
C 1.456 1.815 -0.437
O 1.193 -0.518 -0.147
C 0.792 -1.472 -1.058
H -2.876 -1.837 0.901
H -1.242 -1.686 1.766
H 0.081 0.262 1.677
H -0.695 1.771 1.220
H 2.150 1.413 -1.209
H 1.103 2.654 -0.809
H 2.169 1.827 0.416
H 1.508 -2.172 -1.063
H 0.596 -1.076 -2.050
H -0.214 -1.875 -0.725
*
```

---

C5H10ClNSi | wB97M-V/def2-TZVPD

The calculation puts the highest occupied orbital energy at -8.19 eV. The value obtained for the LUMO energy is -0.97 eV. The calculation puts the HOMO-LUMO gap at 7.223 eV.

The geometry in ORCA input format:
```
! wB97M-V def2-TZVPD RIJCOSX def2/J DEFGRID3
* xyz 0 1
C 2.033 -0.097 -2.449
C -2.313 0.916 -0.569
C 1.658 -0.821 -1.419
C -1.017 1.198 -0.543
C -0.113 -0.123 2.481
N 0.789 -0.414 1.411
Si 0.436 -0.022 -0.219
Cl -2.183 -2.062 0.592
H 2.436 -0.701 -3.260
H 1.880 0.990 -2.325
H -2.914 1.641 -1.081
H -2.555 0.023 -0.064
H 1.717 -1.875 -1.370
H -0.494 1.969 -1.134
H -1.070 -0.776 2.207
H 0.338 -0.319 3.390
H -0.400 0.881 2.745
H 1.772 -0.405 1.605
*
```

---

C5H10FN | wB97M-V/def2-TZVPD

The calculation puts the highest occupied orbital energy (spin up / spin down) at -7.54 / -8.20 eV. The value obtained for the LUMO energy (spin up / spin down) is 0.47 / 0.96 eV. The calculation puts the HOMO-LUMO gap (spin up / spin down) at 8.007 / 9.168 eV.

The geometry in ORCA input format:
```
! wB97M-V def2-TZVPD RIJCOSX def2/J DEFGRID3
* xyz 0 1
C -0.040 0.297 -0.688
C 0.082 -1.202 -0.895
C -1.485 -0.434 0.953
C 1.488 -1.885 -0.843
C -0.916 1.905 1.001
N -0.646 0.622 0.622
F -2.522 -0.829 0.172
H 1.000 0.655 -0.613
H -0.631 0.769 -1.522
H -0.531 -1.599 -1.643
H -1.884 -0.659 1.971
H 1.588 -2.449 0.025
H 2.345 -1.188 -1.212
H 1.550 -2.638 -1.621
H -0.054 2.580 1.055
H -1.784 2.417 0.464
H -1.303 2.072 2.010
*
```

---

C5H10FNO4 | wB97M-V/def2-TZVPD

The calculation puts the highest occupied orbital energy at -9.95 eV. The value obtained for the LUMO energy is -1.08 eV. The calculation puts the HOMO-LUMO gap at 8.870 eV. The SMILES is C/C(O)=C(\[C@H](C)O)[N+](=O)[O-].F.

The geometry in ORCA input format:
```
! wB97M-V def2-TZVPD RIJCOSX def2/J DEFGRID3
* xyz 0 1
C 0.018 1.353 1.432
C 1.060 0.616 0.581
O 2.319 0.982 0.735
C 0.742 -0.451 -0.313
C -0.696 -0.942 -0.496
C -1.395 0.033 -1.407
O -1.391 -1.080 0.640
N 1.624 -1.065 -1.099
O 2.871 -0.914 -0.839
O 1.253 -1.841 -1.910
H -0.977 0.885 1.312
H 0.126 2.360 0.905
H 0.366 1.491 2.518
H 2.869 0.196 0.255
H -0.644 -1.942 -1.021
H -0.716 0.882 -1.445
H -2.379 0.293 -1.059
H -1.300 -0.326 -2.570
H -1.288 -1.941 1.076
F 3.749 -2.645 0.544
H 3.317 -2.072 -0.127
*
```

---

C5H10HoO3 | wB97M-V/def2-TZVPD

The calculation puts the highest occupied orbital energy (spin up / spin down) at -11.75 / -11.78 eV. The value obtained for the LUMO energy (spin up / spin down) is -4.80 / -4.69 eV. The calculation puts the HOMO-LUMO gap (spin up / spin down) at 6.956 / 7.082 eV.

The geometry in ORCA input format:
```
! wB97M-V def2-TZVPD RIJCOSX def2/J DEFGRID3
* xyz 1 5
C -2.807 -1.195 0.117
O -1.649 -0.502 -0.295
C -1.538 0.885 0.136
C -0.307 1.489 -0.507
H -2.732 -2.209 -0.292
H -2.860 -1.244 1.215
H -3.698 -0.683 -0.277
H -1.579 0.919 1.237
H -2.466 1.368 -0.213
H -0.778 2.360 -0.991
H 0.587 2.131 -0.464
O 1.642 -1.692 0.502
C 2.616 -0.950 0.809
C 2.978 0.147 -0.096
O 2.505 -0.138 -1.355
Ho 0.425 -0.853 -1.294
H 3.342 -1.288 1.569
H 4.085 0.240 -0.088
H 2.237 1.213 0.285
*
```

---

C5H10N | wB97M-V/def2-TZVPD

The calculation puts the highest occupied orbital energy at -14.36 eV. The value obtained for the LUMO energy is -4.07 eV. The calculation puts the HOMO-LUMO gap at 10.283 eV.

The geometry in ORCA input format:
```
! wB97M-V def2-TZVPD RIJCOSX def2/J DEFGRID3
* xyz 1 1
C -2.032 1.371 0.120
C -0.709 -0.787 -0.247
C -0.348 -2.163 -0.457
C 1.714 0.471 -0.402
C 1.513 0.631 0.864
N -1.294 0.222 0.002
H -3.032 1.453 -0.393
H -2.272 1.517 1.166
H 0.539 -2.201 -1.058
H -0.213 -2.776 0.420
H -1.211 -2.686 -1.135
H 1.260 1.179 -0.976
H 2.552 -0.165 -0.715
H -1.328 2.128 -0.199
H 2.155 -0.040 1.514
H 0.816 1.390 1.228
*
```

---

C5H10N | wB97M-V/def2-TZVPD

The calculation puts the highest occupied orbital energy at -14.40 eV. The value obtained for the LUMO energy is -3.37 eV. The calculation puts the HOMO-LUMO gap at 11.026 eV. The SMILES is CC1=C[NH2+]CC1.

The geometry in ORCA input format:
```
! wB97M-V def2-TZVPD RIJCOSX def2/J DEFGRID3
* xyz 1 1
C 0.090 -2.089 0.551
C 0.305 -0.665 0.233
C 1.348 0.059 -0.342
N 0.810 1.465 -0.629
C -0.716 1.325 -0.340
C -1.143 0.138 0.441
H -0.514 -2.672 -0.180
H -0.386 -2.076 1.497
H 0.968 -2.692 0.450
H 2.377 -0.291 -0.523
H 0.874 1.882 -1.584
H 1.202 2.080 0.048
H -1.248 1.294 -1.352
H -0.958 2.409 -0.015
H -2.057 -0.357 0.204
H -0.951 0.191 1.541
*
```

---

C5H10N | wB97M-V/def2-TZVPD

The calculation puts the highest occupied orbital energy at -14.58 eV. The value obtained for the LUMO energy is -5.96 eV. The calculation puts the HOMO-LUMO gap at 8.621 eV. The SMILES is C=[NH+]C(=C)CC.

The geometry in ORCA input format:
```
! wB97M-V def2-TZVPD RIJCOSX def2/J DEFGRID3
* xyz 1 1
C 2.279 -0.771 -0.427
N 1.283 -0.956 0.356
C -0.117 -0.468 0.387
C -0.872 -1.013 1.330
C -0.567 0.437 -0.722
C -1.163 1.774 -0.183
H 2.638 0.217 -0.701
H 2.771 -1.585 -0.949
H 1.198 -1.962 0.490
H -1.934 -0.851 1.313
H -0.353 -1.640 2.042
H 0.211 0.684 -1.440
H -1.393 -0.081 -1.209
H -0.404 2.527 -0.004
H -1.766 1.500 0.672
H -1.810 2.188 -0.953
*
```

---

C5H10N | wB97M-V/def2-TZVPD

The calculation puts the highest occupied orbital energy (spin up / spin down) at -12.56 / -13.95 eV. The value obtained for the LUMO energy (spin up / spin down) is -5.25 / -3.63 eV. The calculation puts the HOMO-LUMO gap (spin up / spin down) at 7.319 / 10.327 eV.

The geometry in ORCA input format:
```
! wB97M-V def2-TZVPD RIJCOSX def2/J DEFGRID3
* xyz 1 1
C -0.432 0.966 -0.141
C -2.293 2.912 0.706
C 0.784 -0.998 1.153
C 0.309 -0.028 0.222
C 1.056 -2.017 -1.312
N 1.269 -0.959 -0.278
H -2.297 2.560 1.727
H -0.457 1.499 -1.014
H -1.654 3.716 0.480
H -3.024 2.328 0.115
H 1.508 -0.857 1.838
H 0.222 -1.996 1.292
H 1.037 -1.383 -2.170
H 1.703 -2.803 -1.352
H 0.087 -2.349 -1.053
H 2.184 -0.592 -0.213
*
```